Formula: C26H46OP2Tl
Source: the OMol25 dataset
Level of theory: wB97M-V/def2-TZVPD

The calculation puts the HOMO-LUMO gap (spin up / spin down) at 4.1 / 3.4 eV. For the lowest unoccupied orbital energy (spin up / spin down), the calculation gives -5.180 / -5.182 eV. The calculation puts the calculated total energy at -53011.1646 eV. The energy above the lowest of the compared OMol25 structures with the same formula, charge and spin is 28.14 kcal per mole. Its spin multiplicity is 1. Its total charge is +1.

Last column: Löwdin charge in e.
Atoms and positions in Å:
C -2.716353 -3.700720 -2.462196  -0.1613
C -0.856894 -0.452972 2.845551  -0.4920
C 2.572267 3.785733 -0.666092  -0.2109
H 3.278034 1.389244 -2.176299  0.0906
C -0.354589 2.811909 -2.772108  -0.0488
H -3.450650 0.273287 2.441791  0.0476
H -2.473731 1.246599 4.632554  0.0500
H 2.177851 -1.913214 -3.091216  0.0329
O 2.321189 0.166119 4.402462  0.3463
H -1.947365 -5.844553 -0.105979  0.1088
H -1.330676 2.609908 -2.313022  0.0710
H 2.317141 -4.006086 0.025425  0.0323
H -1.736862 -0.817214 3.390634  0.0717
H 2.808854 3.043597 3.313220  0.1457
C 1.676721 5.343522 1.173878  -0.0406
C 1.281817 -2.551783 -3.184193  -0.3545
H -2.726433 -3.175925 -3.432026  0.1108
Tl -1.061032 -2.079864 -0.337967  0.9411
C 1.517209 4.467930 -0.003336  -0.2174
C -0.225328 -4.530368 -1.538718  -0.5043
H 4.181192 3.463517 0.710403  0.0531
H -1.879010 -5.658664 -2.285067  0.1047
H -0.764355 1.771943 4.834242  0.0220
H -1.108122 -4.674352 -3.506250  0.1044
C -2.917968 -2.599792 -1.430448  -0.2861
C 2.445354 1.030176 3.632524  0.0428
H 0.709069 5.754533 1.483870  0.0777
H -0.517243 3.550735 -3.573515  0.0936
C -3.234359 -2.817248 -0.067821  -0.2350
H -0.702641 -2.482126 2.210888  0.0405
H 0.006332 1.890474 -3.242140  0.0689
H 0.248154 -4.164059 0.589064  0.0695
H 1.142953 -2.759484 -4.256200  0.0284
C 2.012184 3.060341 -1.751536  -0.1789
H 3.359611 -3.039863 -1.053345  0.0388
H 2.349147 6.187046 0.953325  0.0950
H 0.611575 -1.439988 1.582795  0.0051
C -1.465639 -4.649094 -2.467623  -0.1860
C 2.775454 2.219187 -2.693491  -0.0273
H -3.940574 -4.848692 0.190732  0.1259
C -1.025094 4.712844 -0.340985  -0.0243
H 2.105681 4.803519 2.031598  0.0523
H 3.719853 1.869222 2.215656  0.1444
H -3.765594 -2.035613 0.480555  0.1033
H -1.179517 4.718690 0.746714  0.0747
H 0.398430 -2.014906 -2.811943  -0.0083
C -2.919325 1.017274 1.826470  -0.3004
C 4.000858 3.859296 -0.299738  -0.0347
H -2.824190 0.621825 0.804580  0.0189
C 0.611635 3.304186 -1.766724  -0.2066
C 2.752570 2.091655 2.730579  0.0436
H -3.508474 1.941565 1.797844  0.0378
H -1.975379 2.916479 4.190746  0.0385
P -1.238509 1.365713 2.517537  0.8196
H -3.376093 -4.047588 1.649574  0.1123
H 3.557570 2.800784 -3.200587  0.0975
H 2.122850 1.792822 -3.461134  0.0743
C 0.305111 4.171270 -0.684430  -0.1751
C 2.313760 -3.325539 -0.831905  -0.3521
H -3.614075 -4.347692 -2.495937  0.1273
H -1.145533 5.748517 -0.695735  0.1060
C -1.773518 -4.917079 0.453161  -0.1865
P 1.618567 -4.151223 -2.338001  0.9434
H -1.821664 4.113284 -0.796003  0.0760
H 4.608097 3.281030 -1.006991  0.0803
H 0.160044 -5.588100 -1.500527  0.0682
C -0.575279 -4.151975 -0.133333  -0.4257
C -1.666422 1.862449 4.218985  -0.3237
H 4.358911 4.900855 -0.311175  0.0978
H -0.023744 -0.391630 3.566362  0.0303
C -0.469176 -1.479845 1.800876  -0.3315
H 1.780804 -2.410052 -0.543020  -0.0020
H 1.928656 2.132710 1.985999  0.1141
C -3.139357 -4.185676 0.576904  -0.1763
H -3.194201 -1.629665 -1.856860  0.0970
H -1.490531 -5.209146 1.478120  0.1136

Cartesian forces, eV/Å:
0.530 0.410 -0.561
0.138 0.568 0.576
-1.540 1.767 2.259
-0.039 0.129 -0.077
-0.390 -0.109 -0.468
0.213 0.261 -0.103
0.185 0.130 0.058
-0.383 -0.115 -0.080
0.387 4.348 -3.925
0.202 0.087 0.130
0.162 -0.079 -0.183
0.158 0.071 -0.131
0.174 0.060 0.085
-0.078 -0.606 -0.368
-0.022 0.509 0.290
0.360 0.147 -1.034
0.045 -0.177 0.338
2.101 2.745 1.280
2.655 -1.153 -0.529
2.039 -2.754 -0.737
0.158 0.118 -0.073
0.268 0.427 -0.121
-0.217 0.072 0.108
-0.096 -0.060 0.211
-2.039 -0.349 0.657
0.021 -4.120 3.780
0.268 -0.017 0.066
-0.018 -0.230 0.155
-1.595 -0.742 -1.363
0.343 0.439 -0.094
-0.220 0.118 0.062
-0.014 -0.320 -0.452
-0.051 0.254 0.237
-2.241 -0.123 -0.711
-0.379 -0.178 0.124
-0.149 -0.163 0.178
-0.255 -0.085 0.264
0.011 -0.608 -0.423
0.112 -0.258 -0.365
0.308 0.382 0.009
-0.427 -0.034 0.110
-0.030 0.197 -0.012
-0.590 0.040 0.435
0.324 -0.079 -0.173
0.004 0.040 -0.207
0.288 -0.132 0.055
-0.085 0.404 -0.166
0.474 0.066 -0.152
0.002 0.171 0.282
1.040 0.057 0.301
-0.058 0.221 -0.257
0.028 -0.204 -0.114
0.061 -0.279 0.185
-0.096 -1.290 -0.880
0.083 -0.085 -0.493
-0.099 -0.106 0.075
0.188 0.051 0.126
-0.059 -0.756 -1.147
0.717 -0.130 0.244
0.307 0.368 0.317
0.063 -0.203 0.077
0.319 -0.227 0.295
-2.273 1.324 1.263
0.128 0.178 0.096
0.006 0.152 0.256
-0.936 0.164 0.148
0.403 -0.135 0.307
-0.124 0.113 -0.011
0.010 -0.303 0.082
-0.301 -0.197 0.213
0.211 -0.225 -0.467
-0.031 -0.203 -0.177
0.113 0.198 0.060
-0.554 0.448 0.456
-0.105 -0.342 0.211
-0.116 -0.057 -0.404